[1]
A 6-piece molecular cluster, C20H50BF4NO12P2S2 overall. Source: the OMol25 dataset; level of theory: the ωB97M-V functional and the def2-TZVPD basis.

Atoms and positions in Å:
S -1.729 0.332 -8.170
S 4.824 -1.060 4.130
P -3.959 -3.858 2.421
P 1.640 5.945 -0.193
F 2.678 -5.694 -1.383
F 2.596 -6.968 -3.319
F 1.130 -5.262 -2.728
F 3.167 -4.770 -3.309
O 6.303 -0.787 4.218
O -1.078 0.657 -6.841
O 3.961 -0.628 2.966
O 2.736 7.100 0.212
O 0.382 6.190 0.859
O -4.862 -3.055 3.456
O -5.022 -4.469 1.384
O 1.176 6.669 -1.526
O -2.623 -0.857 -8.297
O 2.061 4.550 -0.449
O -3.362 -5.095 3.274
O -2.997 -2.959 1.761
N 1.108 -1.061 -1.215
C -5.834 -6.079 -0.219
C -0.350 0.265 -9.425
C -0.631 6.464 2.882
C 4.751 -3.010 4.052
C 4.672 7.845 1.424
C -0.462 1.544 -10.281
C -4.157 -2.446 5.738
C -4.475 -1.950 4.340
C -4.240 -5.980 3.979
C 0.651 5.932 2.231
C -1.649 2.378 -10.101
C 2.128 6.681 -2.548
C -2.474 1.912 -8.830
C 4.017 -3.323 5.355
C 4.142 6.734 0.513
C 2.129 5.403 -3.410
C -4.645 -5.392 0.361
C 3.901 -0.848 5.783
C -3.567 -6.843 5.082
C 3.147 -2.207 5.848
B 2.424 -5.750 -2.738
H 0.781 4.853 2.315
H -2.388 2.201 -10.882
H -0.776 7.419 2.378
H 1.774 7.613 -2.989
H 4.777 8.763 0.845
H -4.884 -3.229 5.955
H 3.088 6.908 -2.085
H 4.210 5.752 0.981
H -1.469 3.452 -10.149
H -3.541 1.775 -9.008
H -4.935 -6.389 3.246
H -0.369 6.646 3.925
H -3.077 -6.135 5.750
H 4.799 6.624 -0.350
H 0.282 -1.253 -0.666
H -3.164 -2.884 5.630
H -2.802 -7.505 4.678
H 4.144 -3.238 3.176
H -4.950 -5.413 4.582
H 3.540 -4.274 5.121
H 2.156 4.436 -2.907
H 4.668 -1.007 6.541
H -1.501 5.835 3.071
H -6.341 -5.444 -0.945
H 3.075 5.507 -3.941
H -4.073 -1.641 6.468
H -3.612 -1.465 3.884
H 5.640 7.717 1.907
H -4.098 -4.891 -0.438
H -0.242 -0.718 -9.884
H -2.372 2.677 -8.060
H 0.821 -0.315 -1.832
H 1.523 6.445 2.636
H 0.479 2.084 -10.174
H 4.735 -3.479 6.160
H 2.379 -2.413 6.594
H 2.397 -2.245 5.058
H 3.827 8.035 2.085
H 1.877 -0.769 -0.628
H 1.231 5.522 -4.015
H -4.311 -7.501 5.531
H 5.766 -3.407 4.023
H -5.343 -1.302 4.463
H -0.343 1.287 -11.333
H -4.042 -6.198 0.779
H 0.530 0.258 -8.782
H 1.228 -1.887 -1.783
H -5.470 -7.060 -0.527
H -6.598 -6.101 0.558
H 3.371 0.103 5.745

## Properties
HOMO   -0.3425 Eh
Frontier orbital gap   0.3021 Ha
Lowest unoccupied orbital energy   -1.0983 eV
Multiplicity   1

***

[2]
A 7-piece molecular cluster, C20H50N8O6PS overall. Source: the OMol25 dataset; level of theory: the ωB97M-V functional and the def2-TZVPD basis.

Atoms and positions in Å:
S -0.494 2.529 -3.013
P 0.821 2.902 -1.604
O -0.602 -5.199 8.290
O 4.099 -1.009 7.030
O -2.762 -0.773 -9.443
O -4.341 2.471 -4.574
O 3.560 -0.835 1.689
O 0.487 3.286 -6.151
N -4.654 2.348 -2.364
N 4.878 0.925 2.134
N 2.694 -2.645 7.634
N -1.667 2.842 -6.447
N 4.421 1.945 -1.134
N 2.002 4.051 -1.945
N -1.893 -1.148 -7.412
N -1.523 -5.380 10.323
C -4.629 3.039 -3.531
C -4.962 2.840 -1.037
C 4.376 3.271 -1.802
C -1.468 -1.943 -6.276
C 5.819 1.708 2.905
C -2.933 2.742 -7.141
C 4.777 -0.919 3.746
C 4.350 -0.288 2.445
C -0.465 3.281 -6.906
C -2.677 -3.056 -8.736
C -0.375 3.745 -8.340
C 3.102 3.471 -2.710
C -2.479 -6.669 8.466
C 2.989 -1.517 6.935
C -1.461 -5.697 9.001
C -2.462 -5.863 11.317
C -4.959 4.507 -3.482
C -2.454 -1.574 -8.572
C 1.912 -0.934 6.058
C 1.446 -3.391 7.655
H 0.695 -2.943 7.013
H 5.284 3.476 -2.419
H -1.043 4.592 -8.509
H -3.487 -6.272 8.597
H -1.636 2.554 -5.477
H 2.290 -0.042 5.566
H 0.644 4.062 -8.548
H 1.355 1.645 -1.169
H -1.726 -3.590 -8.687
H -3.128 -3.243 -9.707
H 5.855 -1.088 3.748
H -5.196 3.900 -1.045
H -3.000 -5.012 11.740
H -5.818 2.287 -0.643
H -1.646 -3.002 -6.435
H -1.908 -6.361 12.115
H -4.101 2.669 -0.388
H -0.402 -1.780 -6.109
H -4.895 4.921 -4.486
H 3.858 1.281 -1.655
H -0.814 -4.726 10.612
H -2.303 -6.821 7.405
H 1.071 -3.421 8.676
H -3.258 1.700 -7.114
H -4.418 1.374 -2.470
H -2.015 -1.616 -5.390
H 3.460 -2.977 8.197
H 1.639 -4.410 7.322
H 4.319 4.056 -1.026
H 5.368 2.675 3.138
H 5.384 1.637 -1.220
H 1.619 -1.653 5.292
H -1.771 -0.147 -7.366
H 3.409 4.241 -3.454
H -2.389 -7.631 8.974
H -3.177 -6.559 10.892
H -0.631 2.929 -9.020
H -4.246 5.032 -2.845
H 2.842 2.544 -3.266
H -3.351 -3.425 -7.962
H 6.717 1.875 2.305
H 4.496 -0.280 4.583
H 1.046 -0.655 6.661
H -5.974 4.656 -3.110
H 4.279 -1.879 3.863
H 4.553 1.300 1.247
H 6.097 1.212 3.831
H 0.109 3.427 -0.476
H -2.870 3.073 -8.175
H -3.662 3.350 -6.611

## Properties
HOMO   -0.1166 Eh
Frontier orbital gap   0.1712 Ha
Total charge   -1
Lowest unoccupied orbital energy   1.4854 eV
Multiplicity   1

***

[3]
C20H50NNiO6 as an isolated structure. Source: the OMol25 dataset; level of theory: the ωB97M-V functional and the def2-TZVPD basis.

Atoms and positions in Å:
Ni 13.995 -3.493 28.777
O 12.930 -1.778 28.194
O 13.965 -4.272 26.938
O 15.827 -2.450 28.537
O 12.030 -4.473 29.110
O 13.615 -2.869 30.813
O 15.171 -5.056 29.605
N 14.446 -5.175 26.015
C 9.845 -5.078 28.257
C 15.038 -6.545 23.592
C 12.713 -6.819 26.611
C 13.409 -6.036 25.487
C 15.087 -6.379 29.040
C 10.067 -3.734 30.362
C 16.110 -5.748 24.327
C 13.035 0.239 26.860
C 11.878 -1.823 25.993
C 13.029 -1.274 26.823
C 16.669 -4.188 26.125
C 15.517 -4.622 25.214
C 16.941 -2.182 29.426
C 17.154 -0.692 29.608
C 15.100 -3.472 24.276
C 14.059 -7.113 24.598
C 10.662 -3.999 28.980
C 12.315 -5.297 24.695
C 14.003 -1.527 31.190
C 18.181 -2.873 28.889
H 16.718 -6.440 24.918
H 14.739 -7.104 29.776
H 16.770 -5.301 23.579
H 14.455 -6.325 28.159
H 15.888 -2.746 24.063
H 13.282 -7.675 24.068
H 16.354 -0.188 30.148
H 9.114 -3.213 30.280
H 18.123 -0.556 30.085
H 14.781 -3.803 23.284
H 10.022 -5.025 27.183
H 11.930 -5.313 29.578
H 15.483 -7.364 23.026
H 14.520 -5.870 22.907
H 13.356 -7.586 27.045
H 12.125 0.622 27.336
H 13.148 -1.038 31.661
H 10.711 -3.121 28.341
H 14.273 -0.992 30.289
H 11.785 -2.895 26.171
H 12.996 0.656 25.852
H 17.612 -4.264 25.591
H 16.655 -4.746 27.063
H 16.554 -3.152 26.471
H 18.991 -2.832 29.621
H 13.162 -3.272 31.558
H 16.081 -6.684 28.705
H 10.923 -1.350 26.224
H 11.559 -4.847 25.342
H 13.894 0.665 27.379
H 15.993 -4.952 30.088
H 14.809 -1.561 31.923
H 18.032 -3.942 28.716
H 18.511 -2.454 27.938
H 14.522 -7.876 25.230
H 12.149 -1.682 24.946
H 12.401 -6.139 27.409
H 11.799 -7.304 26.265
H 15.935 -1.946 27.722
H 12.713 -4.455 24.121
H 10.015 -6.075 28.660
H 8.777 -4.853 28.339
H 16.658 -2.650 30.372
H 10.735 -3.172 31.015
H 13.974 -1.657 26.442
H 11.827 -5.918 23.941
H 14.229 -2.950 24.684
H 9.889 -4.712 30.817
H 12.116 -1.419 28.567
H 17.167 -0.180 28.639

## Properties
HOMO (spin up / spin down)   -0.3293 / -0.3240 Eh
Frontier orbital gap (spin up / spin down)   0.2421 / 0.2369 Ha
Total charge   +1
Energy above the lowest of the compared OMol25 structures with the same formula, charge and spin   0.00 kJ/mol
⟨S²⟩   2.00
Lowest unoccupied orbital energy (spin up / spin down)   -2.3744 / -2.3715 eV
Multiplicity   3